(1)
112
Properties=species:S:1:pos:R:3:mulliken_charge:R:1 method="wB97M-V/def2-TZVPD" smiles="CCN(CC)CC.CCN(CC)CC.CCN(CC)CC.CCN(CC)CC.CN(C)C=O.CN(C)C=O"
O 1.7821 3.5495 2.7737 -0.60
O 9.7230 0.3310 6.6635 -0.59
N -6.5482 3.6331 -7.9574 0.03
N 11.1467 -0.8138 7.9491 0.06
N -3.4618 0.9994 9.6201 0.03
N 1.8010 1.6802 1.5229 0.06
N -1.1892 -6.3068 -0.3191 0.11
N 3.6871 0.6424 -6.1645 0.09
C 4.9065 -0.1549 -6.2796 -0.45
C -4.4104 0.2558 11.7553 -1.45
C 2.4769 0.3900 1.2930 -0.89
C -3.1970 0.2267 10.8228 -0.40
C -5.4458 3.5507 -6.9746 -0.76
C 0.3812 1.6604 0.9979 -0.84
C -5.1756 4.8634 -6.2412 -0.89
C -2.4741 -4.4890 -1.3219 -1.33
C -0.9982 -7.3356 0.6274 -0.44
C 2.3933 2.6237 2.2526 0.22
C 5.8867 0.0637 -5.1011 -1.13
C -2.3248 -0.5481 7.8339 -1.28
C -7.8795 3.5581 -7.2931 -0.59
C 0.7837 -7.1168 -1.7829 -1.32
C 3.9347 2.0942 -6.3626 -0.37
C -0.7816 -6.8648 -1.6439 -0.40
C -4.3031 3.1854 8.5967 -1.16
C 11.5807 0.3679 8.7482 -0.90
C -5.1837 4.5911 -9.7513 -1.31
C -2.3477 0.7729 8.6835 -0.47
C 3.0804 2.7670 -5.3189 -1.17
C 2.9575 0.5522 -8.6139 -1.01
C -6.5268 4.6323 -9.0128 -0.30
C -2.4525 -5.5456 -0.2674 -0.36
C -3.7608 2.4404 9.8779 -0.50
C 10.1876 -0.7426 7.0056 0.12
C -0.9565 -6.8041 2.0769 -1.40
C -8.9485 2.8538 -8.2222 -1.19
C 2.6581 0.1760 -7.1023 -0.69
C 12.0082 -1.9772 8.1047 -0.92
H 3.6572 2.5802 -7.2980 0.21
H -8.1968 4.5747 -7.0607 0.31
H -2.6500 -4.9583 -2.2899 0.32
H -1.7815 -8.0889 0.5433 0.35
H 5.4723 -0.3359 -4.1755 0.29
H -3.2758 -3.7607 -1.2002 0.41
H -7.7837 3.0099 -6.3559 0.40
H -2.8797 2.9153 10.3094 0.34
H 2.0753 2.3463 -5.3468 0.25
H -3.4012 3.3125 7.9980 0.28
H -4.4837 3.2540 -7.3923 0.33
H 3.4243 2.7360 -4.2850 0.26
H -9.9644 2.9752 -7.8462 0.36
H -5.6764 2.7465 -6.2758 0.46
H 3.5180 0.4864 1.6011 0.29
H 3.1004 3.8202 -5.5990 0.39
H -5.2846 -0.0884 11.2026 0.32
H -0.0793 -7.9166 0.5495 0.32
H 12.1609 0.1178 9.6364 0.32
H -4.5892 4.6245 -5.3540 0.39
H -4.3955 5.1344 -9.2299 0.26
H 0.3272 1.5790 -0.0877 0.30
H -8.9469 3.0877 -9.2868 0.30
H -1.5443 -3.9252 -1.2463 0.34
H -0.6538 -7.6263 2.7253 0.42
H 2.0311 -0.4412 1.8395 0.30
H -1.0650 -6.1965 -2.4570 0.31
H -1.4456 0.9886 9.2562 0.38
H 4.5479 -1.1740 -6.1348 0.28
H -7.3073 4.4384 -9.7486 0.34
H 9.8663 -1.7462 6.6869 0.30
H -1.9781 -1.3270 8.5131 0.31
H -2.5294 -5.0614 0.7061 0.31
H -0.2416 -5.9908 2.2014 0.34
H 3.9429 0.2707 -8.9851 0.28
H 13.0090 -1.6250 7.8546 0.35
H -4.8218 3.5630 -9.7486 0.34
H -0.1761 2.5654 1.2399 0.29
H -2.3892 1.5419 7.9122 0.30
H 1.6973 0.5925 -6.7999 0.26
H 6.8679 -0.3574 -5.3204 0.38
H 6.1078 1.1245 -4.9830 0.31
H -4.5006 1.1662 12.3479 0.40
H 10.6744 0.8747 9.0796 0.32
H 3.4615 2.3992 2.3961 0.26
H 2.7712 1.6079 -8.8111 0.32
H -5.2732 4.9981 -10.7585 0.38
H 4.9849 2.3544 -6.2307 0.35
H 2.3015 -0.0754 -9.2172 0.37
H -6.6905 5.6105 -8.5605 0.36
H -1.2814 -7.7981 -1.9032 0.26
H -5.0032 2.5347 8.0726 0.31
H 1.0467 -7.1828 -2.8386 0.43
H -4.6100 5.4854 -6.9350 0.19
H 12.1039 1.0718 8.1010 0.30
H -6.1229 5.3646 -6.0426 0.26
H -8.7251 1.7874 -8.2531 0.31
H -2.3243 0.5716 11.3773 0.35
H -1.6062 -0.4536 7.0197 0.41
H 2.5006 -0.8800 -6.8830 0.46
H -3.3181 -0.7827 7.4513 0.30
H 2.4377 0.1773 0.2247 0.31
H 1.0369 -8.1361 -1.4913 0.35
H 11.8796 -2.9413 7.6128 0.33
H 5.3141 -0.0201 -7.2814 0.31
H -1.8718 -6.3535 2.4608 0.33
H 1.4127 -6.3394 -1.3493 0.30
H 12.0202 -2.2727 9.1538 0.31
H -4.2256 -0.6141 12.3855 0.45
H -4.7032 4.1593 8.8789 0.40
H -3.2703 -6.2657 -0.2923 0.34
H -0.0855 0.7585 1.3941 0.30
H -4.5240 2.4727 10.6554 0.34
H -3.0855 -0.8064 10.4937 0.35

=====

(2)
65
Properties=species:S:1:pos:R:3:mulliken_charge:R:1 method="wB97M-V/def2-TZVPD" charge=+2
W -0.1326 0.6876 -0.8360 2.12
Cl -0.9309 -3.4709 2.7812 -0.19
S -1.8827 2.9658 -2.5322 0.99
S -2.2448 -0.5037 0.0759 -0.13
S -1.2661 3.7738 0.1018 1.13
F -0.8678 2.9466 -4.9228 -0.19
F 1.1128 4.2058 -0.8297 -0.18
F 0.1644 5.9615 0.0160 -0.18
F 0.6023 2.9822 -3.3310 -0.17
F -0.5159 4.7763 -3.8129 -0.19
F 0.9176 4.4036 1.3241 -0.20
O -1.4010 1.5786 -2.1014 -1.10
O 1.6208 1.3248 -1.1127 -0.50
O -0.8752 2.3508 0.3267 -1.03
O -2.1158 4.3139 1.0882 -0.56
O -3.1224 2.9200 -3.1975 -0.57
O 0.5754 0.1801 0.9716 -0.16
N -1.7644 3.9749 -1.3684 -0.53
N -0.1184 -1.0493 -1.5603 1.23
N 2.5753 -0.7599 1.5043 0.46
N -0.8563 -2.1881 -1.4997 -1.37
N -2.6388 -3.1320 -0.3895 -0.22
C -0.5633 3.4673 -3.7566 0.69
C 3.9655 -0.5285 -3.9607 -0.70
C 1.6057 0.0779 1.7414 0.70
C -4.8556 -3.6887 3.4286 -0.44
C 2.6127 -0.8265 -3.8643 -0.77
C -2.1032 -0.7848 1.8936 0.18
C -2.6207 -3.0472 2.8590 1.34
C 2.5691 -1.7212 0.4008 -1.00
C 3.7958 1.0233 -2.1164 -0.68
C -5.3230 -2.4546 2.9954 -0.87
C 0.3973 -0.3827 -2.6647 -1.35
C 0.3519 4.6756 0.1564 0.72
C -4.4326 -1.5206 2.4955 -0.17
C 2.4501 0.7205 -2.0474 0.43
C -3.0691 -1.8008 2.4159 -1.08
C 1.6299 0.9525 2.9516 -1.81
C -3.5035 -3.9886 3.3641 -0.67
C 4.5512 0.3855 -3.0914 -0.67
C 3.7305 -0.8516 2.4122 -1.07
C -1.8339 -2.1160 -0.6557 0.91
C 1.8504 -0.2075 -2.8833 1.04
H -5.5447 -4.4223 3.8244 0.43
H 4.5656 -1.0078 -4.7216 0.47
H -2.4022 -4.0538 -0.7274 0.26
H -3.4521 -3.0195 0.1939 0.20
H 2.4978 1.6133 2.9273 0.50
H 1.6986 0.3565 3.8628 0.49
H 4.4923 -1.4529 1.9262 0.43
H 3.4456 -1.3330 3.3472 0.35
H 0.7280 1.5560 2.9759 0.32
H 3.4116 -1.5186 -0.2600 0.43
H 2.6701 -2.7241 0.8138 0.53
H 5.6042 0.6144 -3.1833 0.48
H 4.1428 0.1323 2.6179 0.38
H 4.2277 1.7577 -1.4492 0.55
H 1.6445 -1.6614 -0.1588 0.08
H -3.1302 -4.9437 3.7065 0.47
H -1.0793 -1.0740 2.0941 -0.32
H -4.7932 -0.5526 2.1664 0.43
H 2.1564 -1.5354 -4.5432 0.56
H -6.3763 -2.2193 3.0572 0.44
H -2.2789 0.2175 2.2863 0.76
H -0.2690 -0.3548 -3.5263 0.57

=====

(3)
8
Properties=species:S:1:pos:R:3:mulliken_charge:R:1 method="wB97M-V/def2-TZVPD" charge=-1
O 1.0971 -0.5117 -1.4760 -0.78
O -0.6654 0.4850 0.0159 -0.85
C -0.6989 0.1116 1.3506 -0.48
H -0.2903 -0.9144 1.4560 0.17
H 0.3375 -0.0663 -0.8556 0.40
H 1.8659 -0.0561 -1.0886 0.24
H -0.0661 0.7779 1.9816 0.15
H -1.7259 0.2061 1.7121 0.15

=====

(4)
39
Properties=species:S:1:pos:R:3:mulliken_charge:R:1 method="wB97M-V/def2-TZVPD" smiles="O=COCCC1=CC(=O)c2ccccc2C1=O.O=C1C=CC(=O)C=C1"
O -4.3691 -1.2286 -4.0894 -0.31
O -5.9566 -0.0543 -5.2543 -0.47
O -1.9176 3.4168 -2.2569 -0.52
O -2.2980 -0.3174 0.8724 -0.52
O 4.4907 -0.4284 1.5791 -0.59
O 3.9160 -1.6443 6.7033 -0.53
C 0.9341 2.3548 -1.7174 -0.64
C -4.8631 -0.8663 -2.7704 -0.75
C 2.8873 -0.9624 4.7012 -0.53
C 4.0470 -1.3651 5.5303 0.29
C 5.5170 -1.1103 3.5832 -0.43
C -1.6751 2.2569 -2.0477 -0.05
C -1.9067 0.0743 -0.1970 0.14
C 1.9801 0.7885 -0.0452 -0.02
C -2.6933 1.1127 -2.3734 -0.18
C -0.4697 0.6495 -0.4167 0.50
C -0.3499 1.7541 -1.3846 0.50
C 0.7082 0.1547 0.2714 -0.71
C -4.8129 -0.3476 -5.0581 0.17
C 4.3580 -0.7081 2.7552 0.67
C -2.8081 0.0982 -1.4805 0.30
C 5.3728 -1.4146 4.8714 -0.45
C 3.0322 -0.6583 3.4131 0.03
C 2.1143 1.8519 -1.0303 -0.60
C -3.7834 -1.1037 -1.6563 -0.43
H 6.4781 -1.1419 3.0856 0.43
H 0.9432 3.1642 -2.4828 0.38
H -4.0366 0.0993 -5.7436 0.39
H 3.1065 2.2943 -1.2699 0.39
H -5.2859 0.1657 -2.7384 0.46
H -5.7068 -1.5751 -2.5351 0.36
H 1.9260 -0.9305 5.1983 0.44
H 2.8972 0.4440 0.4920 0.34
H 0.6210 -0.6546 1.0248 0.43
H 2.1960 -0.3624 2.7922 0.17
H -3.2813 1.1642 -3.3156 0.27
H 6.2089 -1.7101 5.4925 0.40
H -4.3268 -1.2194 -0.6762 0.32
H -3.1935 -2.0406 -1.8264 0.33

=====

HOMO energy, record by record: -8.04 -14.52 -2.84 -9.55 eV
Energy relative to the best compared isomer or geometry (same formula, charge and spin), record by record: 3.693 0.233 0.074 4.208 eV